Record 1
106
Properties=species:S:1:pos:R:3 method="wB97M-V/def2-TZVPD" homo_ev=-7.920 largest_force_ev_per_a=4.69 energy_ha=-4723.4473 gap_ev=8.26 mol_weight_g_mol=850.02
C 1.6752 4.4098 0.6454
O 0.4208 4.6506 -0.0276
C 0.4101 5.9689 -0.6018
C -0.0656 6.0197 -2.1304
O -0.4769 4.7998 -2.7123
C -1.8097 4.3384 -2.4199
C -2.6702 5.2064 -1.4208
C -4.1978 4.7763 -1.2713
O -5.0161 4.9663 -2.1826
N -2.5600 4.3788 -3.7464
C -1.8013 4.7388 -4.7054
S -1.0738 5.7510 -5.8124
C -1.6120 2.8056 -1.9741
C -0.6961 1.9499 -2.9683
C 0.5172 1.1926 -2.1858
C 0.1586 -0.3800 -2.1178
O -0.9265 -0.6589 -1.1961
N -2.8401 2.0833 -1.6169
N -3.7469 1.8526 -2.6258
P 1.5077 6.5271 -3.1394
C 2.7265 5.0852 -2.8821
O 2.1568 7.9846 -2.5156
H 1.8574 5.2912 1.3534
H 1.6507 3.4703 1.2868
H 2.5043 4.3371 -0.1246
H -0.2715 6.6617 0.0154
H 1.4665 6.3972 -0.4983
H -0.7526 6.9237 -2.2977
H -2.7402 6.2820 -1.8203
H -2.2187 5.3164 -0.3744
H -4.5659 4.2352 -0.3346
H -0.9946 2.8837 -1.0062
H -1.2611 1.0957 -3.4856
H -0.2057 2.5362 -3.8028
H 0.6776 1.5926 -1.1365
H 1.4715 1.3641 -2.7790
H 1.0574 -1.0237 -1.8501
H -0.1921 -0.7385 -3.1460
H -0.7747 -0.1099 -0.3926
H -2.6510 1.2540 -1.0381
H -4.2824 2.6650 -2.9260
H -3.4199 1.2615 -3.3928
H 3.6370 5.4200 -2.2818
H 3.1273 4.7097 -3.8824
H 2.2118 4.2003 -2.3812
H 2.9506 7.7714 -1.9756
C -1.3325 -2.2705 4.0996
C -1.5862 -0.7831 4.2493
O -0.3785 -0.0282 4.1184
S 0.2171 0.2033 2.6371
C 1.3825 1.4670 3.0563
O -0.8097 0.7769 1.8048
O 0.9421 -0.9740 2.2422
H -1.0307 -2.5160 3.0801
H -2.2347 -2.8406 4.3305
H -0.5270 -2.5956 4.7627
H -2.3377 -0.4375 3.5342
H -1.9766 -0.5825 5.2491
H 0.8407 2.3457 3.4044
H 1.9500 1.7084 2.1588
H 2.0517 1.0906 3.8296
C -1.8868 -8.7822 2.2517
C -0.8986 -7.6322 2.3117
O -0.8835 -6.8868 1.0937
S -2.0895 -5.8474 0.8126
C -1.3351 -4.9926 -0.5403
O -2.1972 -4.9438 1.9278
O -3.2246 -6.5783 0.3171
H -2.9142 -8.4160 2.2086
H -1.7916 -9.4183 3.1347
H -1.7215 -9.3876 1.3576
H -1.1050 -6.9773 3.1628
H 0.1084 -8.0316 2.4487
H -0.4452 -4.4778 -0.1799
H -2.0553 -4.2708 -0.9247
H -1.0816 -5.7127 -1.3157
C 6.0219 2.8495 7.2307
C 6.6604 1.4736 7.2713
O 5.6908 0.4491 7.5017
S 4.7531 -0.0131 6.2713
C 4.1153 -1.4832 7.0215
O 5.5868 -0.3863 5.1600
O 3.6742 0.9301 6.1301
H 5.3786 2.9589 6.3557
H 6.7869 3.6277 7.1871
H 5.3984 3.0124 8.1129
H 7.2250 1.2724 6.3568
H 7.3669 1.4306 8.1025
H 4.9346 -2.1832 7.1787
H 3.3800 -1.9127 6.3412
H 3.6407 -1.2199 7.9654
C -3.4087 -3.8253 -7.1071
C -3.4903 -5.0831 -6.2624
O -2.1977 -5.6503 -6.0352
S -1.2395 -4.9621 -4.9336
C -0.0558 -6.2730 -4.8224
O -1.9511 -4.8721 -3.6860
O -0.5990 -3.8186 -5.5245
H -2.9104 -3.0193 -6.5654
H -4.4080 -3.4804 -7.3816
H -2.8328 -4.0077 -8.0174
H -3.9997 -4.8904 -5.3143
H -4.0747 -5.8357 -6.7953
H -0.5467 -7.1591 -4.4222
H 0.7390 -5.9487 -4.1509
H 0.3500 -6.4664 -5.8140

***

Record 2
14
Properties=species:S:1:pos:R:3 method="wB97M-V/def2-TZVPD" homo_ev=-9.005 largest_force_ev_per_a=7.43 e_above_lowest_kj_mol=906.2 energy_ha=-738.6595 gap_ev=7.39 mol_weight_g_mol=130.17
C -0.6939 -0.3411 0.3717
C -0.1018 0.1438 -0.8860
C 1.2574 -0.1327 -0.9259
C 2.1470 0.3391 -1.7994
H -2.5389 0.2705 0.0159
H -2.4284 -0.3542 1.3428
H -0.2940 0.4004 3.4169
H 1.5293 -0.6399 0.0930
H 2.0700 1.1597 -2.7853
H 3.1260 0.0846 -1.2911
N -2.0466 -0.7162 0.4712
N -0.0207 -0.1718 1.5341
O -0.8467 -0.7110 2.5591
S -1.1587 0.6688 -2.1170

***

Record 3
12
Properties=species:S:1:pos:R:3 method="wB97M-V/def2-TZVPD" homo_ev=-8.971 largest_force_ev_per_a=9.22 e_above_lowest_kj_mol=454.4 energy_ha=-244.5023 gap_ev=10.05 mol_weight_g_mol=73.10
H 3.4653 0.4824 -0.1229
N 2.4305 -0.0899 -0.1510
C 1.2501 0.1741 0.1558
N 0.3333 -0.7036 -0.3866
N -0.8860 -0.6171 0.4760
C -1.6892 0.2815 -0.3165
H 1.1501 0.9879 0.9541
H 0.6610 -1.5191 -0.6279
H -0.5696 -0.6512 1.4478
H -2.6109 0.5979 0.4754
H -2.2029 -0.3240 -1.2090
H -1.3317 1.3811 -0.6952

***

Record 4
24
Properties=species:S:1:pos:R:3 method="wB97M-V/def2-TZVPD" homo_ev=-9.939 largest_force_ev_per_a=7.32 e_above_lowest_kj_mol=164.1 energy_ha=-1135.3840 gap_ev=10.21 mol_weight_g_mol=231.23
O 0.3314 1.9063 -1.0910
O 1.4385 2.5510 0.9171
C 1.0019 -1.0113 -3.9362
C 0.6664 -1.5629 -2.9465
N -0.8766 1.4701 1.1451
N -0.9972 -0.6765 0.2497
O -2.2776 0.1470 2.0907
O 0.7511 -1.9099 -0.6472
C -1.4152 0.2922 1.1339
C 0.2599 -0.7867 0.0180
N 1.1507 0.0544 0.5547
C -2.9423 1.3140 2.6987
C -0.0380 -2.2104 -1.8159
C 2.6271 -0.0869 0.3856
S 0.5116 1.5624 0.3322
H 1.4442 -0.5011 -4.7647
H -3.8259 1.0869 3.2540
H -2.3014 1.9916 3.3714
H -3.4424 1.9194 1.8748
H -1.0828 -1.9391 -1.5952
H -0.1059 -3.2102 -2.1345
H 3.1421 0.7435 -0.1771
H 2.8404 -0.9656 -0.2704
H 3.1401 -0.1779 1.3529